Below is a molecular structure, C20H28N3O6S2, with properties calculated with wB97M-V/def2-TZVPD.

Total charge: -1
E_HOMO: -5.6 eV
Calculated total energy: -59620.9080 eV

Each line ends with the natural charge from an NBO analysis.
Positions of all 59 atoms, in Å:
O -1.784 -3.049 3.942  -1.0017
S -0.683 -3.505 3.111  2.3211
O 0.157 -4.521 3.701  -0.9756
C -1.472 -4.237 1.691  -0.6822
C -2.598 -3.396 1.114  -0.4163
C -2.115 -2.185 0.335  -0.2342
N -3.207 -1.578 -0.442  -0.6263
C -4.305 -1.066 0.395  -0.2668
C -4.509 0.413 0.218  -0.0025
C -5.085 0.917 -0.948  -0.2184
C -5.251 2.283 -1.130  -0.2326
C -4.853 3.179 -0.145  -0.2149
C -4.271 2.696 1.020  -0.2525
C -4.102 1.327 1.196  0.2653
O -3.452 0.895 2.339  -0.6960
N 0.099 -2.210 2.602  -1.2544
S 1.415 -2.440 1.715  2.3015
O 2.558 -3.000 2.391  -0.9692
O 1.097 -3.043 0.425  -1.0184
C 1.803 -0.722 1.370  -0.6625
C 3.267 -0.395 1.601  -0.4328
C 3.604 1.086 1.451  -0.2109
N 4.333 1.391 0.198  -0.6074
C 3.558 1.003 -0.981  -0.2777
C 3.805 1.851 -2.210  -0.0147
C 4.290 3.160 -2.171  -0.2098
C 4.467 3.892 -3.341  -0.2435
C 4.148 3.321 -4.568  -0.2051
C 3.657 2.020 -4.641  -0.2607
C 3.487 1.302 -3.462  0.2884
O 3.021 0.016 -3.585  -0.6816
H -0.743 -4.517 0.938  0.2507
H -1.896 -5.164 2.071  0.2270
H -3.259 -3.120 1.930  0.2170
H -3.165 -4.016 0.418  0.1986
H -1.355 -2.534 -0.359  0.2108
H -1.643 -1.461 1.001  0.2000
H -2.855 -0.793 -0.970  0.3527
H -4.135 -1.263 1.446  0.2089
H -5.232 -1.569 0.115  0.1825
H -5.396 0.229 -1.720  0.2117
H -5.688 2.675 -2.035  0.2051
H -4.982 4.240 -0.276  0.2063
H -3.931 3.361 1.796  0.2177
H -4.103 0.622 2.991  0.4824
H 1.187 -0.094 2.005  0.2397
H 1.468 -0.554 0.352  0.2170
H 3.496 -0.692 2.620  0.2361
H 3.914 -1.009 0.982  0.2230
H 4.265 1.371 2.265  0.1956
H 2.706 1.711 1.508  0.1598
H 4.491 2.388 0.192  0.3428
H 2.487 1.065 -0.760  0.1791
H 3.821 -0.018 -1.236  0.2099
H 4.535 3.606 -1.223  0.1962
H 4.844 4.902 -3.319  0.2075
H 4.262 3.871 -5.489  0.2059
H 3.391 1.560 -5.577  0.2212
H 2.435 -0.201 -2.854  0.4876

Cartesian forces (eV/Å) of the 6 atoms listed first:
0.103 0.182 -0.170
-0.460 0.097 0.609
0.165 -0.066 -0.262
-0.352 -0.341 -0.170
0.129 0.051 -0.166
-0.067 0.134 -0.069